(1)
Here is 2 unconnected molecules or ions with the total composition C2H2O3S2 in a non-equilibrium geometry from the OMol25 dataset. Energies are from ωB97M-V/def2-TZVPD.

Values from the calculation:
Total charge: 0
DFT total energy, eV: -29912.5633
HOMO energy (spin up / spin down), hartree: -0.336 / -0.343

The geometry in XYZ format:
```
9
Properties=species:S:1:pos:R:3:forces:R:3
C 1.559177 0.037253 -0.144716 0.59 0.49 -1.30
C -1.281360 -0.535299 -1.388292 1.92 2.88 -0.77
O 3.970582 0.003853 -0.270477 2.00 0.12 -0.27
O -2.842763 -1.918888 0.061043 -1.86 -0.14 0.41
O -0.159859 -0.134523 -1.751462 -2.51 -1.14 -0.34
S 2.835259 0.412446 -1.089285 -2.79 -0.98 2.39
S -1.427473 -1.758921 -0.224581 1.69 -1.46 0.42
H 0.678161 -0.397420 0.332585 0.96 0.50 -0.07
H -2.206628 0.060336 -1.506131 0.00 -0.27 -0.48
```
Positions in Å, forces in eV/Å.

(2)
Here is a molecular structure, C10H26N5O2P2 in a non-equilibrium geometry from the OMol25 dataset. Energies are from ωB97M-V/def2-TZVPD.

Values from the calculation:
Total charge: +1
DFT total energy, eV: -40903.0832
HOMO energy, hartree: -0.368

The geometry in XYZ format:
```
45
Properties=species:S:1:pos:R:3:forces:R:3
C 6.009823 0.459590 3.562083 -1.30 -0.06 -0.43
C 4.798006 1.124864 2.862696 0.79 -0.77 0.28
N 4.600699 2.368751 2.864766 -0.27 0.05 0.07
C 3.746620 0.213885 2.160333 0.24 -0.02 0.44
P 2.148739 0.806057 2.858396 1.56 -0.48 -0.01
O 0.938393 -0.350341 2.808352 0.38 1.94 0.41
C -0.109699 0.254534 3.391930 3.30 -2.78 -2.21
N -0.931499 0.827291 3.888968 -3.09 2.07 1.83
H 6.779250 0.209437 2.810328 -0.24 0.10 0.45
H 5.642221 -0.473534 4.038287 0.54 0.48 -0.12
H 6.370108 1.174329 4.324003 0.09 -0.56 -0.43
H 5.382135 2.806479 3.365128 -0.40 0.35 -0.17
H 3.795691 0.348759 1.063220 -0.25 -0.09 0.53
H 3.974253 -0.833848 2.433715 -0.55 0.40 -0.26
H 2.393725 1.072057 4.231632 -0.38 -0.13 -0.53
H 1.823187 2.031051 2.236528 -0.41 -0.49 0.11
O -0.629896 1.290081 -2.115370 -0.81 1.85 3.01
P -1.725044 0.402800 -1.521951 0.40 -4.26 -5.37
N -0.748020 -1.028552 -1.399072 0.24 -0.84 0.19
C -0.057310 -1.563497 -2.565698 0.03 0.19 -0.38
C 0.198142 -0.926202 -0.304293 -0.31 0.09 0.21
N -2.777548 0.438590 -2.867548 -0.30 1.15 -0.39
C -3.017035 -0.663420 -3.773060 -0.46 -0.49 0.40
C -2.841493 1.701019 -3.600258 0.51 0.17 -0.04
N -3.041798 -0.442542 -0.640837 0.30 1.66 2.21
C -3.517202 0.350208 0.503154 -0.36 0.22 -0.25
C -3.049771 -1.853581 -0.283795 0.61 -0.34 0.12
H 0.486402 -2.473320 -2.295824 -0.02 0.09 0.21
H 0.658387 -0.853205 -2.994547 0.02 0.00 -0.03
H -0.755590 -1.866291 -3.341834 -0.08 0.17 0.02
H -0.307027 -0.611084 0.616960 -0.13 0.04 -0.07
H 0.993270 -0.194629 -0.521538 0.08 0.04 0.02
H 0.659155 -1.895893 -0.095452 -0.04 -0.03 -0.09
H -2.229632 -0.741946 -4.532227 0.03 0.01 -0.02
H -3.968807 -0.528228 -4.294655 0.04 0.12 0.03
H -3.100852 -1.618742 -3.253392 0.13 0.03 0.10
H -2.010144 1.803057 -4.309212 -0.03 0.09 -0.02
H -2.808055 2.548195 -2.915966 0.09 -0.04 -0.06
H -3.779892 1.778104 -4.153974 -0.02 -0.24 0.07
H -2.791254 0.344126 1.325195 -0.15 -0.02 0.16
H -4.471968 -0.023608 0.876766 0.06 -0.07 -0.04
H -3.675683 1.390854 0.200270 0.07 -0.01 -0.03
H -2.361592 -2.089217 0.537299 -0.03 -0.15 0.03
H -2.810910 -2.493327 -1.129203 0.17 0.18 -0.01
H -4.057914 -2.135918 0.035006 -0.05 0.39 0.06
```
Positions in Å, forces in eV/Å.

(3)
Here is 2 unconnected molecules or ions with the total composition C4H12 in a non-equilibrium geometry from the OMol25 dataset. Energies are from ωB97M-V/def2-TZVPD.

Values from the calculation:
Total charge: 0
DFT total energy, eV: -4341.9361
SMILES string: CC.CC
HOMO energy, hartree: -0.425

The geometry in XYZ format:
```
16
Properties=species:S:1:pos:R:3:forces:R:3
C -0.693702 -2.052942 0.091903 0.88 0.78 0.42
C -1.427790 -1.010987 -0.765157 -1.08 -1.17 -0.14
H -0.415450 -2.961035 -0.439308 0.12 0.16 -0.22
H 0.208891 -1.583538 0.499055 0.11 -0.35 0.01
H -1.252141 -2.384001 0.967721 -0.31 0.16 -0.14
H -2.222730 -0.558105 -0.171900 0.00 0.15 -0.13
H -1.903832 -1.590089 -1.563959 -0.26 0.42 -0.05
H -0.876254 -0.214397 -1.255270 0.52 -0.15 0.26
C 0.636524 1.769740 0.930750 -0.24 -1.45 -0.36
C 1.513339 1.325031 -0.259564 0.81 0.83 0.82
H 1.178838 2.396146 1.630689 -0.46 0.65 -0.20
H -0.284717 2.105320 0.454515 0.10 1.09 0.51
H 0.220359 0.948012 1.525314 0.61 -0.30 0.00
H 1.367597 2.098486 -1.011626 -0.41 -0.70 -0.75
H 1.355780 0.284332 -0.508153 -0.35 0.07 -0.71
H 2.595288 1.428025 -0.125009 -0.05 -0.21 0.69
```
Positions in Å, forces in eV/Å.

(4)
Here is 4 unconnected molecules or ions with the total composition C36H48BrCl2IN5O6P in a non-equilibrium geometry from the OMol25 dataset. Energies are from ωB97M-V/def2-TZVPD.

Values from the calculation:
Total charge: 0
DFT total energy, eV: -170318.2082
SMILES string: CC[C@H](Cl)c1c(CCN)c2c(c(Br)c1OCCNC[C@H](C)O)C(=O)c1c(C[C@H](C)Cl)c([C@@H](I)CC)cc(P(O)O)c1C2=O.CC#N.CC#N.CC#N
HOMO energy, hartree: -0.311

The geometry in XYZ format:
```
100
Properties=species:S:1:pos:R:3:forces:R:3
C -3.708868 -6.282041 -0.026015 -0.09 -0.09 0.16
C -2.427943 -5.361755 -0.140930 -0.87 0.22 0.13
C -2.759456 -4.013952 -0.948580 1.26 -1.47 1.52
Cl -2.386661 -4.358697 -2.701820 -0.33 0.43 0.37
C -1.920343 -2.870513 -0.320211 0.01 2.96 0.56
C -2.674093 -1.617459 0.127264 0.53 -0.26 -0.01
C -4.251341 -1.439006 -0.078229 0.64 0.13 0.41
C -5.113543 -1.777397 1.221447 -0.22 0.20 -0.10
N -6.362904 -0.949991 1.239193 0.35 -0.16 -0.25
C -1.986065 -0.485308 0.737352 1.59 -2.00 -0.57
C -0.517362 -0.605662 0.948623 -1.12 -0.47 -0.76
C 0.223711 -1.784792 0.523234 -1.75 0.32 0.13
Br 2.149137 -1.779931 0.869857 -1.32 -0.25 -0.20
C -0.460026 -2.931615 -0.141575 -1.56 1.64 0.84
O 0.204638 -4.063422 -0.566981 0.02 1.57 0.06
C 1.179042 -3.786452 -1.601359 0.68 -0.48 -1.63
C 0.736658 -2.726645 -2.674628 -0.09 -0.02 -0.52
N 1.243754 -1.347990 -2.420916 -0.77 -0.34 -0.69
C 1.477952 -0.575739 -3.666776 0.08 1.40 0.28
C 0.414736 0.588395 -3.909228 0.64 -0.50 -1.98
C 0.024684 0.585347 -5.454246 -0.16 0.54 0.16
O 1.063722 1.859571 -3.660922 -1.08 -0.44 0.66
C 0.135754 0.646459 1.632385 -0.79 -0.15 -0.91
O 0.952719 0.553365 2.511146 -0.39 0.21 -0.36
C -0.414635 2.014824 1.094870 -1.01 1.74 -0.75
C 0.473228 3.161652 0.799958 -1.73 -0.42 0.07
C 2.009720 3.009346 1.006787 -0.33 0.68 -0.16
C 2.636798 3.990685 2.080679 1.62 -1.09 -1.51
C 4.130869 3.489632 2.316652 -0.55 0.66 0.88
Cl 1.757926 4.008076 3.664798 0.25 0.03 -0.83
C -0.144416 4.400882 0.286175 -1.22 -1.01 0.20
C 0.746869 5.627010 -0.088295 -0.06 -0.60 0.68
I -0.007531 6.539562 -1.947045 0.42 -0.34 0.37
C 0.838386 6.758373 1.026856 -0.19 0.22 0.01
C -0.175708 6.602693 2.222451 0.46 1.00 -0.15
C -1.608774 4.502603 0.116784 0.52 -2.32 0.95
C -2.512612 3.372447 0.408232 2.98 0.14 -0.70
P -4.391653 3.451785 0.211901 -1.20 -0.70 2.22
O -4.797530 2.294010 -0.947707 1.44 2.41 -0.45
O -4.710122 5.021601 -0.347990 1.35 -1.10 -0.29
C -1.870752 2.134433 0.875168 0.99 0.27 -0.07
C -2.700123 0.836882 1.176117 1.37 -0.10 -0.50
O -3.775129 0.857279 1.718500 0.42 0.07 -0.33
H -3.624300 -7.201761 -0.671507 -0.03 0.85 0.83
H -3.864493 -6.553867 1.056974 0.18 -0.02 -1.20
H -4.661202 -5.775473 -0.344753 0.95 -0.26 0.24
H -2.117887 -5.033397 0.891866 -0.26 -0.46 -1.07
H -1.601296 -5.939246 -0.622693 -0.61 0.79 0.44
H -3.860861 -3.884428 -0.863428 1.08 0.41 -0.18
H -4.607613 -1.995665 -0.985139 0.31 0.40 0.96
H -4.438033 -0.349185 -0.294621 0.32 -1.08 0.13
H -4.569115 -1.537973 2.168104 0.12 -0.55 -1.05
H -5.418257 -2.863860 1.217309 0.50 1.04 0.08
H -6.187641 -0.034009 0.820996 0.07 -0.31 0.18
H -6.615734 -0.755748 2.209452 0.06 -0.15 -0.38
H 1.324335 -4.760475 -2.154798 -0.45 0.83 0.77
H 2.200152 -3.523948 -1.206736 -1.22 -0.01 -0.10
H 1.135667 -3.092372 -3.666862 -0.24 0.41 1.06
H -0.377197 -2.655156 -2.815996 0.96 -0.67 0.31
H 0.453914 -0.868643 -1.970949 0.69 -0.18 0.12
H 1.530329 -1.191772 -4.598310 -0.10 0.15 0.99
H 2.466621 -0.045410 -3.545458 -0.91 -0.45 -0.36
H -0.513045 0.469236 -3.288285 0.83 0.03 -0.31
H -0.861379 -0.059557 -5.682690 0.85 0.31 0.21
H 0.904586 0.284826 -6.087058 -0.85 0.18 0.66
H -0.235057 1.634593 -5.774459 0.14 -1.01 0.39
H 0.327178 2.477517 -3.496517 0.67 -0.10 -0.12
H 2.344659 1.978821 1.271683 -0.71 0.78 -0.28
H 2.495035 3.255094 0.014131 -0.30 -0.21 1.05
H 2.697260 4.999534 1.600993 -0.37 -0.68 1.10
H 4.821108 3.856457 1.517322 -0.69 -0.44 0.49
H 4.193388 2.378417 2.420080 -0.14 1.00 -0.26
H 4.458722 3.938689 3.288561 -0.05 -0.34 -0.85
H 1.769964 5.249835 -0.329333 -0.95 0.45 -0.05
H 1.883144 6.824952 1.435210 -0.92 -0.23 -0.48
H 0.648487 7.737440 0.502899 0.23 -0.92 0.77
H 0.161685 7.320662 3.025574 -0.46 -0.66 -0.79
H -1.180270 6.949839 1.861604 0.71 -0.63 0.55
H -0.188246 5.591885 2.693459 -0.14 0.79 -0.66
H -2.078625 5.440344 -0.255118 0.73 -0.79 0.21
H -4.374817 2.594523 -1.782856 -0.35 -0.68 0.12
H -4.127994 5.593784 0.193058 -0.47 -0.10 -0.41
C 6.371664 -1.752301 1.561206 -0.50 0.95 0.09
C 5.668630 -0.479141 1.271401 0.20 -0.50 0.22
N 5.119861 0.504668 1.044754 0.07 -0.17 -0.04
H 6.711916 -1.759480 2.596611 -0.04 0.02 -0.05
H 5.697064 -2.592458 1.402677 0.03 0.06 0.00
H 7.228133 -1.856299 0.906900 -0.08 0.16 0.13
C 6.386737 -4.217636 -1.781402 0.33 0.14 0.45
C 7.280958 -3.915657 -0.639031 -0.20 -0.31 -0.53
N 7.972149 -3.680411 0.247875 0.07 -0.45 -0.43
H 6.822278 -5.007147 -2.393042 0.01 0.04 0.06
H 5.414861 -4.546456 -1.413652 0.06 0.02 0.02
H 6.253313 -3.325272 -2.392604 0.02 -0.02 0.06
C -0.953143 -2.403963 4.385287 -0.40 -0.23 -0.34
C -2.010469 -3.022142 3.550725 0.44 0.24 0.31
N -2.828620 -3.502329 2.902482 0.15 0.01 0.10
H -1.187282 -1.354117 4.561146 0.00 -0.05 -0.05
H -0.888421 -2.920313 5.342701 -0.04 0.00 -0.06
H 0.008273 -2.473696 3.875837 -0.06 0.03 -0.03
```
Positions in Å, forces in eV/Å.

(5)
Here is a molecular structure, C26H22F3NOS7SiZr in a non-equilibrium geometry from the OMol25 dataset. Energies are from ωB97M-V/def2-TZVPD.

Values from the calculation:
Total charge: 0
DFT total energy, eV: -124014.8169
HOMO energy, hartree: -0.228

The geometry in XYZ format:
```
62
Properties=species:S:1:pos:R:3:forces:R:3
Zr 1.250016 0.646767 0.896496 1.52 2.35 1.92
S 1.289523 7.572794 3.655189 0.08 0.65 0.55
C 1.534482 6.086573 3.076619 -0.21 -1.78 -0.83
S 1.184704 5.712346 1.389586 0.17 -0.06 0.29
C 1.613846 4.019822 1.354901 0.79 -1.42 3.61
C 2.004256 3.476554 2.627715 -0.62 1.54 -2.82
S 2.618232 1.893470 3.009941 -1.10 -0.70 -1.35
S 1.997791 4.613931 3.947304 -0.15 0.99 -0.26
S 1.513309 3.117327 -0.121264 0.13 -0.95 -0.36
F 5.457669 -2.975048 2.011284 -0.71 -0.24 -1.61
C 5.150888 -2.956140 0.672191 0.44 -0.28 -0.17
F 6.256917 -3.437949 0.015074 -0.91 0.28 0.61
F 4.136810 -3.864906 0.402842 1.26 1.22 0.71
C 4.824967 -1.551087 0.166331 0.96 1.05 -0.16
C 5.692200 -0.861158 -0.749754 -1.58 -1.38 0.74
C 5.316025 0.390841 -1.241878 0.42 -0.26 -0.10
C 4.106783 0.948259 -0.856639 0.48 -0.70 0.40
N 3.348268 0.324144 0.037313 0.33 -0.34 0.43
C 3.722629 -0.831020 0.667416 -0.49 -0.45 -1.19
S 2.596557 -1.390263 1.885934 0.04 0.20 -0.31
H 6.548796 -1.437309 -1.111591 -0.13 0.62 0.09
H 5.946784 0.899828 -1.954317 0.04 0.06 0.00
H 3.721640 1.901084 -1.198269 0.08 -0.02 -0.16
C -3.254457 2.912255 -0.715514 -1.30 -0.08 0.16
Si -3.254627 2.935923 1.184362 0.33 0.31 -0.01
C -4.756365 2.115757 2.075731 0.55 -0.24 -0.82
C -3.063898 4.755646 1.694850 0.03 -0.40 0.70
C -1.656941 1.977557 1.526427 -1.17 0.20 0.20
C -0.682555 1.244714 1.620672 -0.56 0.09 0.42
H -4.207553 3.258208 -1.178076 0.57 -0.03 0.39
H -3.094505 1.910326 -1.087549 0.08 -0.46 -0.05
H -2.443732 3.514797 -1.097179 0.28 0.33 0.02
H -5.704485 2.600083 1.795557 0.35 0.07 0.30
H -4.607725 2.086648 3.156883 -0.09 0.35 -0.05
H -4.860844 1.063388 1.782464 0.12 0.12 -0.12
H -3.590656 5.445686 1.045982 -0.12 -0.01 -0.35
H -2.008866 5.030360 1.697028 0.10 -0.01 -0.17
H -3.420556 4.979802 2.710132 0.03 -0.28 -0.15
O 0.278498 -0.648068 -0.374000 -2.28 -2.39 0.05
S -0.556049 -1.998444 0.039968 0.63 1.46 -0.33
C -2.298042 -1.968042 -0.496261 0.27 0.94 0.03
C -3.190810 -2.680479 0.295751 -0.09 -0.59 0.27
C -4.530994 -2.786486 -0.082768 0.11 0.25 -0.10
C -4.962497 -2.120474 -1.236821 0.14 -0.25 0.39
C -4.067085 -1.391748 -2.023838 0.36 -0.31 0.98
C -2.730656 -1.273704 -1.620362 -0.55 -0.39 -0.26
C 0.125043 -3.069442 -1.169020 0.45 -0.66 -0.59
C 0.622196 -4.326130 -0.804338 1.03 -0.29 -0.21
C 1.492122 -4.999591 -1.687087 -0.52 0.37 -0.30
C 1.750220 -4.458157 -2.957173 -0.17 -0.73 0.65
C 1.148931 -3.280948 -3.335309 -0.90 1.00 0.15
C 0.329570 -2.559198 -2.448915 0.50 -0.29 -0.52
H -2.875574 -3.211994 1.195129 0.14 0.27 -0.21
H -5.217776 -3.378957 0.547485 0.40 0.50 -0.51
H -6.014371 -2.159695 -1.493016 0.09 -0.05 -0.16
H -4.417172 -0.924484 -2.923547 -0.01 0.30 -0.20
H -2.051456 -0.671324 -2.195348 0.20 0.14 -0.10
H 0.438151 -4.785047 0.168031 -0.01 0.42 -0.14
H 1.962884 -5.947876 -1.417647 -0.31 0.35 0.10
H 2.362544 -5.001286 -3.672057 0.05 0.12 0.23
H 1.284127 -2.883822 -4.333002 0.10 -0.04 0.00
H -0.107146 -1.604623 -2.770053 0.34 -0.47 0.28
```
Positions in Å, forces in eV/Å.